Record 1
This record from the Open Molecules 2025 dataset describes 11 unconnected molecules or ions with the total composition C36H80N8O11 at a distorted geometry. The level of theory is ωB97M-V with the def2-TZVPD basis set.

Computed properties:
SMILES   CNC(C)=O.CNC(C)=O.CNC(C)=O.CNC(C)=O.CNC(C)=O.CNC(C)=O.CNC(C)=O.CNC(C)=O.C1CCOC1.C1CCOC1.C1CCOC1
Orbital gap   9.389 eV
Largest force on an atom   3.56 eV Å⁻¹
Relative energy (zero: lowest compared OMol25 entry of this formula, charge and spin)   1.929 eV
Energy   -73073.29144 eV
Net charge   0

Last column: Mulliken charge in e.
Positions of all 135 atoms, in Å:
C1 0.4309 6.7758 -27.2255  -0.390
C2 1.5473 7.7755 -27.0800  -0.653
C3 1.5171 7.8036 -25.5746  -0.016
O1 1.4555 6.4808 -25.2232  -0.459
C4 0.6448 5.7004 -26.1166  0.120
H1 0.4610 6.2764 -28.1939  0.497
H2 -0.5242 7.2896 -27.1165  -0.175
H3 1.4715 8.7680 -27.5242  0.369
H4 2.4877 7.3549 -27.4363  0.311
H5 0.6628 8.2506 -25.0662  -0.113
H6 2.3718 8.3583 -25.1873  0.396
H7 -0.3034 5.4439 -25.6442  -0.314
H8 1.2682 4.9193 -26.5519  0.442
C5 -1.5399 2.3330 -15.2054  -0.379
C6 -2.5901 3.2735 -15.7185  1.261
C7 -3.8689 2.9113 -14.9481  -0.504
O2 -3.4330 1.8726 -14.0347  -0.574
C8 -1.9961 1.8257 -13.8957  -0.600
H9 -0.5103 2.6737 -15.0969  0.393
H10 -1.4219 1.4777 -15.8707  0.105
H11 -2.7741 3.2891 -16.7927  -0.769
H12 -2.4084 4.3271 -15.5063  -0.155
H13 -4.7442 2.7111 -15.5660  0.285
H14 -4.2308 3.6704 -14.2547  0.199
H15 -1.5667 0.8424 -13.7039  0.381
H16 -1.7537 2.4799 -13.0582  0.271
C9 -2.0092 7.9702 -16.5291  -0.225
C10 -0.5777 8.1721 -16.9597  -0.705
C11 -0.5343 7.3033 -18.1760  0.319
O3 -1.8860 7.3520 -18.7035  -0.225
C12 -2.7346 8.1368 -17.8842  0.102
H17 -2.3064 8.6688 -15.7470  0.435
H18 -2.1848 6.9583 -16.1639  -0.116
H19 0.2303 7.8444 -16.3056  0.406
H20 -0.2843 9.2034 -17.1557  0.259
H21 -0.2483 6.2614 -18.0324  0.114
H22 0.2251 7.6907 -18.8553  -0.276
H23 -3.7357 7.7363 -17.7245  -0.376
H24 -2.8185 9.1326 -18.3195  0.340
C13 1.1638 8.2393 -22.0597  -0.082
C14 2.0790 8.5956 -20.9135  0.349
O4 2.6552 7.7123 -20.2895  -0.686
N1 2.2200 9.9239 -20.6062  -0.228
C15 3.1912 10.3833 -19.6274  -0.961
H25 0.8114 9.1041 -22.6219  0.354
H26 0.2797 7.7907 -21.6068  -0.158
H27 1.7143 7.5385 -22.6873  0.131
H28 1.7928 10.6371 -21.1797  0.244
H29 4.0864 10.7392 -20.1372  0.338
H30 3.4844 9.7164 -18.8166  0.300
H31 2.7313 11.2613 -19.1738  0.339
C16 -5.5574 1.5133 -18.0481  0.651
C17 -6.8123 0.6739 -17.7933  0.558
O5 -6.7377 -0.5432 -17.8340  -0.694
N2 -7.9219 1.3414 -17.5284  -0.011
C18 -9.2403 0.7592 -17.5515  -1.094
H32 -5.6480 2.4910 -17.5747  -0.441
H33 -5.2605 1.6166 -19.0918  -0.392
H34 -4.7651 1.0340 -17.4731  0.337
H35 -7.9342 2.3503 -17.5760  0.155
H36 -9.2408 -0.3253 -17.6606  0.401
H37 -9.8421 1.2452 -18.3194  0.290
H38 -9.7032 0.9184 -16.5775  0.333
C19 -3.4179 6.1643 -28.2080  -0.841
C20 -2.4756 4.8813 -28.0623  0.499
O6 -1.7087 4.5980 -28.9575  -0.679
N3 -2.5038 4.0974 -26.9486  -0.037
C21 -3.3797 4.0925 -25.8044  -0.621
H39 -4.0297 6.0955 -29.1075  0.341
H40 -2.7099 6.9639 -28.4258  0.280
H41 -3.9609 6.4974 -27.3235  0.162
H42 -1.8705 3.3226 -27.0854  0.235
H43 -4.3414 4.5841 -25.9511  0.228
H44 -2.7917 4.6558 -25.0798  0.233
H45 -3.5485 3.0537 -25.5206  0.250
C22 -7.4001 5.1670 -19.0879  -1.033
C23 -7.1978 5.1434 -17.6369  0.846
O7 -7.7893 4.2684 -17.0314  -0.754
N4 -6.4449 6.1367 -17.0875  -0.140
C24 -6.1560 6.1368 -15.6557  -0.779
H46 -8.2663 4.5602 -19.3518  0.373
H47 -6.4818 4.8043 -19.5497  0.016
H48 -7.6901 6.1625 -19.4242  0.481
H49 -6.0753 6.8766 -17.6673  0.262
H50 -5.7601 7.0584 -15.2290  0.398
H51 -5.4449 5.3595 -15.3756  0.022
H52 -7.0485 5.9235 -15.0675  0.349
C25 -1.8000 1.3851 -19.2476  0.414
C26 -0.5457 2.2504 -19.3941  0.424
O8 -0.6475 3.4701 -19.2013  -0.831
N5 0.5849 1.6997 -19.7063  -0.018
C27 0.7945 0.3453 -20.2218  -0.891
H53 -1.5030 0.4752 -18.7261  0.662
H54 -2.2367 1.0854 -20.2003  -0.204
H55 -2.5551 1.8696 -18.6285  -0.855
H56 1.3640 2.3398 -19.7648  0.377
H57 1.7975 0.2627 -20.6403  0.362
H58 0.0942 0.0028 -20.9836  0.191
H59 0.7915 -0.4224 -19.4480  0.310
C28 -2.3028 8.2978 -24.3158  -0.022
C29 -3.8143 8.2988 -24.6153  0.415
O9 -4.3035 9.1268 -25.3749  -0.696
N6 -4.5677 7.2696 -24.0992  0.285
C30 -5.9831 7.1416 -24.3593  -1.008
H60 -2.0232 9.3300 -24.1049  0.447
H61 -1.7148 8.0668 -25.2041  -0.347
H62 -2.1089 7.6936 -23.4295  0.051
H63 -4.1646 6.5049 -23.5767  0.292
H64 -6.6037 8.0217 -24.5277  0.352
H65 -6.4574 6.6682 -23.4996  0.307
H66 -6.1717 6.4659 -25.1935  0.316
C31 -2.8763 1.8000 -22.9456  0.043
C32 -2.7263 0.3212 -22.6600  -0.158
O10 -1.6288 -0.1967 -22.8688  -0.700
N7 -3.7435 -0.3684 -22.0689  0.002
C33 -5.0569 0.1365 -21.7046  -0.606
H67 -3.2434 2.3456 -22.0763  -0.285
H68 -3.5735 1.9963 -23.7602  0.221
H69 -1.9440 2.2896 -23.2270  0.418
H70 -3.5769 -1.3620 -21.9969  0.277
H71 -4.9506 1.1899 -21.4456  -0.020
H72 -5.4486 -0.4965 -20.9083  0.378
H73 -5.7643 0.1296 -22.5339  0.293
C34 -3.6023 4.8381 -20.1235  0.132
C35 -2.8562 4.9811 -21.4460  0.144
O11 -3.3795 5.1906 -22.5474  -1.108
N8 -1.5381 4.7916 -21.4397  0.715
C36 -0.6272 4.7989 -22.5239  -0.563
H74 -3.9325 5.8463 -19.8735  0.277
H75 -3.0317 4.4364 -19.2862  -0.376
H76 -4.4788 4.2036 -20.2550  -0.064
H77 -1.1568 4.4875 -20.5553  0.224
H78 -0.0566 5.7169 -22.6651  -0.092
H79 -1.0295 4.4318 -23.4681  -0.054
H80 0.1322 4.0759 -22.2262  0.461

Record 2
This record from the Open Molecules 2025 dataset describes a molecular structure, C28H28FeN5O2P. The level of theory is ωB97M-V with the def2-TZVPD basis set.

Computed properties:
Spin multiplicity   2
Orbital gap (spin up / spin down)   7.489 / 7.660 eV
Largest force on an atom   0.48 eV Å⁻¹
Relative energy (zero: lowest compared OMol25 entry of this formula, charge and spin)   0.000 eV
Energy   -84707.17215 eV
Net charge   +1

Last column: Löwdin spin population.
Positions of all 65 atoms, in Å:
Fe1 0.1961 -0.5337 0.3187  1.102
O1 2.3515 -1.1368 3.5044  0.005
C1 1.8992 -0.9206 2.4141  0.003
O2 0.6475 -1.0403 2.0484  0.013
C2 2.7948 -0.4681 1.2819  0.001
C3 4.1866 -0.5578 1.4200  -0.001
C4 4.9686 -0.1579 0.3787  0.001
C5 4.3644 0.4422 -0.7499  0.000
C6 5.1239 1.0041 -1.8026  0.000
C7 4.5161 1.7078 -2.8003  0.000
C8 3.1190 1.8999 -2.7742  0.000
C9 2.3556 1.3337 -1.7931  0.000
C10 2.9559 0.5521 -0.7833  -0.001
N1 2.1807 -0.0034 0.2070  -0.007
H1 4.5775 -0.9568 2.3445  0.000
H2 6.0468 -0.2499 0.4186  0.000
H3 6.2004 0.8903 -1.7808  0.000
H4 5.1038 2.1488 -3.5933  0.000
H5 2.6518 2.5160 -3.5314  0.000
H6 1.2933 1.5210 -1.7295  0.000
N2 -1.4445 -1.6115 0.8807  -0.021
C11 -2.7776 -1.2841 0.4531  0.002
C12 -3.6410 -2.2933 0.0611  -0.002
C13 -4.9229 -1.9816 -0.3653  0.004
C14 -5.3294 -0.6573 -0.3830  -0.001
C15 -4.4580 0.3434 0.0161  0.003
C16 -3.1578 0.0585 0.4393  -0.001
C17 -2.2085 1.1625 0.7515  0.007
C18 -2.7254 2.3690 1.2256  -0.009
C19 -1.9240 3.4868 1.4040  0.029
C20 -0.5744 3.4189 1.0948  -0.010
C21 -0.0365 2.2160 0.6613  0.012
C22 -0.8275 1.0790 0.5060  -0.106
H7 -1.2767 -2.6101 0.7875  -0.001
H8 -1.3450 -1.4339 1.8817  0.000
H9 -3.3185 -3.3279 0.1047  0.000
H10 -5.5981 -2.7682 -0.6735  0.000
H11 -6.3240 -0.3999 -0.7206  0.000
H12 -4.7795 1.3733 -0.0469  0.000
H13 -3.7761 2.4310 1.4740  -0.002
H14 -2.3544 4.4028 1.7855  0.002
H15 0.0639 4.2835 1.2190  -0.002
H16 1.0249 2.1679 0.4689  0.000
C23 -0.0993 -2.7339 -4.4746  0.000
N3 -1.0548 -3.1147 -3.4456  -0.002
C24 -2.3586 -2.5177 -3.7619  0.000
N4 -2.3060 -1.0637 -3.9411  0.001
C25 -1.3165 -0.7538 -4.9688  0.000
N5 0.0055 -1.2969 -4.6591  -0.002
C26 0.6063 -0.6415 -3.5166  -0.002
P1 -0.4068 -0.8674 -1.9656  -0.015
C27 -0.5886 -2.7154 -2.1275  -0.003
C28 -2.0474 -0.3539 -2.6919  0.002
H17 -0.4255 -3.1698 -5.4192  0.000
H18 0.8811 -3.1398 -4.2213  0.000
H19 -3.0690 -2.7572 -2.9682  0.000
H20 -2.7164 -2.9647 -4.6902  0.000
H21 -1.2536 0.3290 -5.0897  0.000
H22 -1.6541 -1.1868 -5.9113  0.000
H23 0.6953 0.4225 -3.7340  0.000
H24 1.6129 -1.0367 -3.3658  0.000
H25 -1.2849 -3.0898 -1.3744  0.000
H26 0.3852 -3.1760 -1.9369  0.000
H27 -2.0101 0.7232 -2.8772  0.000
H28 -2.8487 -0.5349 -1.9827  0.000

Record 3
This record from the Open Molecules 2025 dataset describes a molecular structure, C5H12N2O2 at a distorted geometry. The level of theory is ωB97M-V with the def2-TZVPD basis set.

Computed properties:
Orbital gap   9.592 eV
Largest force on an atom   7.17 eV Å⁻¹
Relative energy (zero: lowest compared OMol25 entry of this formula, charge and spin)   9.032 eV
Energy   -12446.95039 eV
Net charge   0

Last column: Mulliken charge in e.
Positions of all 21 atoms, in Å:
C1 0.6816 -2.2665 -0.6568  -0.744
C2 -0.5555 0.1366 -0.4881  0.706
C3 -1.0912 -0.3568 -1.9680  -1.504
C4 -1.6024 -0.3062 0.6631  -0.431
C5 -0.1448 1.5302 -0.1843  -0.141
H1 1.6871 -2.8181 -0.2084  0.217
H2 0.6343 -2.2309 -1.8435  0.259
H3 -0.0513 -2.6427 -0.0125  0.393
H4 -0.2074 -0.0971 -2.6927  0.330
H5 -1.3968 -1.4435 -1.8856  0.385
H6 -2.0522 0.0977 -2.2969  0.371
H7 -1.9730 -1.4534 0.3438  0.249
H8 -2.4559 0.4089 0.7308  0.375
H9 -0.3029 -1.1822 2.1047  0.324
H10 -0.0421 0.5230 1.7172  0.427
H11 -0.9056 2.3397 -0.4970  0.317
H12 1.2624 0.2030 0.5951  0.525
N1 -0.8025 -0.1812 1.8399  -0.653
N2 0.8007 2.0827 0.3988  -0.498
O1 0.6437 -0.8426 -0.1207  -0.433
O2 2.1173 1.1628 0.6306  -0.476

Record 4
This record from the Open Molecules 2025 dataset describes 4 unconnected molecules or ions with the total composition C20H44N3O3 at a distorted geometry. The level of theory is ωB97M-V with the def2-TZVPD basis set.

Computed properties:
Orbital gap   7.555 eV
Largest force on an atom   3.90 eV Å⁻¹
Energy   -32055.11721 eV
Net charge   +1

Last column: Mulliken charge in e.
Positions of all 70 atoms, in Å:
C1 3.1944 -3.8867 -1.6877  -0.758
C2 2.9325 -2.7317 -2.8622  -0.357
C3 2.5518 -1.3022 -2.1203  -0.628
C4 1.2197 -0.5746 -2.7781  -0.694
C5 -0.0142 -0.5922 -1.6490  -0.258
N1 -1.2901 -0.7394 -2.4388  0.089
C6 -2.3471 -1.4378 -1.9189  0.161
N2 -3.5931 -1.5115 -2.8288  -0.580
N3 -2.4519 -2.1364 -0.6010  -0.171
C7 -2.7043 -3.6341 -0.8150  -0.620
C8 -1.4001 -4.4180 -1.4545  -0.547
H1 3.5918 -4.8974 -2.1741  0.328
H2 3.9476 -3.4956 -0.8683  0.255
H3 2.1852 -4.1868 -1.1362  0.005
H4 3.9554 -2.5953 -3.4518  0.281
H5 2.0650 -3.1559 -3.5348  0.244
H6 3.4992 -0.6040 -2.2626  0.372
H7 2.4256 -1.4859 -0.9512  0.291
H8 1.5018 0.5210 -3.0971  0.272
H9 0.7736 -1.1808 -3.7041  0.413
H10 0.2392 -1.4776 -0.9273  0.296
H11 0.0129 0.4735 -1.1245  0.063
H12 -1.3263 -0.3055 -3.3995  0.389
H13 -3.6984 -2.4676 -3.2340  0.313
H14 -4.3866 -1.3513 -2.1688  0.361
H15 -1.6402 -2.0310 0.0333  0.365
H16 -3.6676 -3.7935 -1.5023  0.223
H17 -2.9465 -4.1921 0.2119  0.321
H18 -0.5384 -4.4442 -0.6616  0.104
H19 -0.9676 -3.9063 -2.4222  0.161
H20 -1.6468 -5.5544 -1.7113  0.386
C9 -1.7963 4.6010 -0.6336  -0.401
C10 -2.4008 3.4969 0.1948  -0.501
C11 -1.8418 2.2586 -0.4715  -0.223
O1 -0.5604 2.6167 -1.0071  -0.436
C12 -0.4264 4.0437 -0.9528  -0.579
H21 -1.7553 5.5644 -0.1192  0.215
H22 -2.3723 4.7294 -1.5578  0.271
H23 -2.0344 3.5640 1.2260  0.208
H24 -3.4933 3.5124 0.2184  0.364
H25 -2.4743 1.9361 -1.3054  0.153
H26 -1.7292 1.4226 0.2248  0.273
H27 0.2927 4.2817 -0.1614  0.281
H28 -0.0337 4.4137 -1.9039  0.294
C13 5.3209 -6.1517 2.7000  -0.559
C14 3.8624 -6.4476 2.9365  -0.562
C15 3.1838 -5.3973 2.0844  -0.426
O2 4.0568 -5.1314 0.9779  -0.278
C16 5.3283 -5.7393 1.2442  -0.499
H29 5.9803 -6.9985 2.9065  0.329
H30 5.6356 -5.3101 3.3285  0.264
H31 3.6211 -7.4482 2.5588  0.272
H32 3.5686 -6.3990 3.9881  0.336
H33 3.0511 -4.4615 2.6377  0.278
H34 2.2083 -5.7246 1.7134  0.244
H35 5.4268 -6.6095 0.5861  0.305
H36 6.1305 -5.0334 1.0118  0.281
C17 -2.9963 8.9906 2.6790  -0.542
C18 -3.6008 7.8865 3.5075  -0.523
C19 -3.0418 6.6482 2.8412  -0.353
O3 -1.7604 7.0063 2.3056  -0.390
C20 -1.6264 8.4333 2.3599  -0.383
H37 -2.9553 9.9540 3.1935  0.336
H38 -3.5723 9.1190 1.7548  0.262
H39 -3.2344 7.9536 4.5386  0.262
H40 -4.6933 7.9020 3.5311  0.324
H41 -3.6743 6.3257 2.0073  0.201
H42 -2.9292 5.8122 3.5375  0.298
H43 -0.9073 8.6713 3.1512  0.258
H44 -1.2337 8.8033 1.4087  0.264

Which formula does entry 4 have?
C20H44N3O3